Record 1
This record from the OMol25 dataset describes a single C7H11FSi molecule at a distorted geometry. The level of theory is ωB97M-V with the def2-TZVPD basis set.

Element x y z (Å)
C -1.910 0.403 0.345
C -1.761 1.503 -0.562
C -0.907 -0.438 0.523
C -0.552 1.766 -1.068
C -0.888 -1.516 1.610
C 1.253 -0.981 -1.850
C 1.980 0.810 0.779
F -0.402 2.754 -1.928
Si 0.714 -0.041 -0.307
H -2.859 0.053 0.888
H -2.692 1.999 -0.643
H -0.374 -1.341 2.501
H -0.560 -2.427 1.132
H -1.834 -1.830 1.833
H 1.606 -0.263 -2.423
H 1.946 -1.787 -1.572
H 0.281 -1.507 -2.223
H 2.720 0.106 1.313
H 2.709 1.397 0.167
H 1.530 1.340 1.487

lowest unoccupied orbital energy	0.70	eV
energy relative to the best compared isomer or geometry (same formula, charge and spin)	74.6	kcal per mole
HOMO	-7.96	eV

Record 2
This record from the OMol25 dataset describes a molecular structure, C7H11LiN2O8 at a distorted geometry. The level of theory is ωB97M-V with the def2-TZVPD basis set.

Element x y z (Å)
Li -0.455 0.463 -2.234
C -0.292 1.244 2.836
C -0.346 1.722 1.469
C -1.500 1.233 0.573
O -1.398 1.374 -0.612
C -2.520 0.377 1.192
C -2.432 0.057 2.510
C -1.326 0.547 3.428
O -1.253 0.444 4.698
O -3.402 -0.632 2.976
O 0.451 2.575 0.922
H 0.529 1.683 3.382
H -3.307 0.023 0.543
O 1.138 1.643 -2.363
H 1.766 1.553 -1.620
O -0.770 -1.634 -1.810
H 0.167 -1.746 -1.648
H -1.195 -2.164 -1.135
O -2.004 0.665 -3.246
H -2.637 0.885 -2.562
H -2.530 0.270 -3.942
C 2.540 -1.310 -0.764
O 1.594 -1.294 -1.562
N 3.457 -2.176 -0.794
N 2.626 -0.517 0.309
H 4.248 -2.219 -0.167
H 3.455 -2.799 -1.590
H 3.315 -0.592 1.045
H 2.085 0.324 0.169

lowest unoccupied orbital energy (spin up / spin down)	2.45 / 0.57	eV
HOMO (spin up / spin down)	-3.51 / -3.50	eV
2S+1	2
total charge	-1

Record 3
This record from the OMol25 dataset describes a single C7H11N molecule at a distorted geometry. The level of theory is ωB97M-V with the def2-TZVPD basis set.

Element x y z (Å)
C -0.020 -1.043 0.861
C 1.049 0.873 1.574
C -1.125 0.443 -1.075
C 0.125 -0.256 -1.496
C 0.926 -0.552 -0.221
C 1.692 0.505 0.471
C -2.263 0.227 -1.694
H -0.922 -1.217 0.268
H 0.428 -2.033 1.074
H -0.702 -0.079 2.558
H 1.119 1.785 2.165
H -1.095 1.210 -0.309
H 0.647 0.385 -2.182
H -0.020 -1.308 -1.966
H 1.655 -1.464 -0.508
H 2.414 1.121 -0.099
H -2.474 -0.630 -2.405
H -3.067 0.936 -1.672
N -0.043 0.015 1.793

lowest unoccupied orbital energy	1.10	eV
energy relative to the best compared isomer or geometry (same formula, charge and spin)	68.2	kcal per mole
HOMO	-7.54	eV

Record 4
This record from the OMol25 dataset describes a single C7H11N molecule at a distorted geometry. The level of theory is ωB97M-V with the def2-TZVPD basis set.

Element x y z (Å)
C 0.633 1.810 -0.039
C 0.433 1.284 1.441
C 0.790 -1.162 -0.646
C 0.079 -0.260 -1.245
C -0.905 0.595 1.675
C 1.358 -2.177 -0.098
C -1.035 -0.640 -2.111
N 0.428 1.157 -1.071
H 0.888 2.843 -0.214
H 1.246 0.603 1.604
H -1.648 1.330 1.544
H -0.899 0.204 2.676
H -1.082 -0.138 0.839
H 2.367 -2.680 -0.262
H 0.725 -2.395 0.829
H 0.491 2.114 2.067
H -1.941 -0.026 -1.964
H -1.317 -1.748 -1.851
H -0.613 -0.716 -3.177

lowest unoccupied orbital energy	1.04	eV
energy relative to the best compared isomer or geometry (same formula, charge and spin)	83.2	kcal per mole
HOMO	-8.26	eV

Record 5
This record from the OMol25 dataset describes 2 unconnected molecules or ions with the total composition C7H11N at a distorted geometry. The level of theory is ωB97M-V with the def2-TZVPD basis set.

Element x y z (Å)
C 0.079 -1.146 -0.670
C -1.555 -1.142 -1.084
C -1.940 0.200 -0.538
C 1.640 0.798 1.362
C 0.906 0.127 2.406
C -0.984 1.050 -0.194
C 0.329 0.365 -0.761
H 0.272 -1.514 0.346
H 0.515 -1.590 -1.443
H -2.153 -2.227 -0.942
H -1.592 -1.062 -2.276
H -3.006 0.674 -0.940
H 2.729 1.026 1.592
H -0.144 -0.196 2.196
H 1.297 0.367 3.347
H -0.859 2.083 0.095
H 0.400 0.575 -1.823
H 2.644 0.724 -0.678
N 1.422 0.887 0.006

lowest unoccupied orbital energy	0.39	eV
energy relative to the best compared isomer or geometry (same formula, charge and spin)	136.4	kcal per mole
HOMO	-7.82	eV

Record 6
This record from the OMol25 dataset describes a gas-phase ion, C7H11N2 (charge +1) at a distorted geometry. The level of theory is ωB97M-V with the def2-TZVPD basis set.

Element x y z (Å)
C -0.298 -0.831 1.762
C -0.088 0.768 -0.435
C 0.378 1.163 0.869
C 0.066 -1.605 0.437
C 0.657 0.134 -1.512
C -0.355 -0.707 -0.707
C 1.086 2.485 1.082
N -0.118 0.415 1.932
N -1.598 -1.058 -1.480
H -0.490 -1.498 2.565
H 1.093 -1.732 0.277
H -0.395 -2.573 0.467
H 0.445 0.164 -2.477
H 1.774 0.079 -1.264
H 1.741 2.440 1.904
H 0.366 3.197 1.376
H 1.400 2.681 0.088
H -2.362 -0.390 -1.340
H -1.819 -1.925 -1.000
H -1.484 -1.206 -2.544

lowest unoccupied orbital energy	-4.27	eV
energy relative to the best compared isomer or geometry (same formula, charge and spin)	109.7	kcal per mole
HOMO	-12.53	eV
total charge	+1